The following is a quantum chemistry calculation of a cluster of 8 separate species, C7H30O8 in total in a non-equilibrium geometry, from the Open Molecules 2025 dataset.

## Properties
HOMO-LUMO gap (spin up / spin down): 9.6413 / 2.8784 eV
E_tot: -886.09775 Eh
Multiplicity: 2
Charge: +1
Molecular weight: 242.3 g/mol
E_HOMO (spin up / spin down): -0.4648 / -0.4633 hartree

Last column: Löwdin charge in e.
Atoms and positions in Å:
1 C 18.0695 8.9064 13.0361  -0.15
2 O 16.9486 9.2817 12.2587  -0.13
3 H 18.2024 9.6488 13.8231  0.09
4 H 17.8817 7.9475 13.5193  0.06
5 H 18.9015 8.8634 12.3332  0.07
6 H 17.2477 10.0851 11.8267  0.08
7 C 15.0332 5.0713 14.4374  -0.14
8 O 14.8790 3.7353 13.8414  -0.13
9 H 16.0594 5.4042 14.5931  0.06
10 H 14.7034 5.8993 13.8100  0.06
11 H 14.4840 5.2410 15.3636  0.08
12 H 13.9500 3.5085 13.7570  0.07
13 C 21.7248 6.7595 11.1125  -0.13
14 O 21.5158 7.6398 12.2137  -0.10
15 H 22.4612 6.0561 11.5012  0.08
16 H 20.8137 6.2166 10.8607  0.05
17 H 22.0537 7.3143 10.2338  0.09
18 H 21.2704 7.0425 12.9241  0.05
19 C 22.0845 1.9807 14.5651  -0.15
20 O 23.1342 2.5044 13.7908  -0.12
21 H 21.5007 2.7645 15.0479  0.07
22 H 21.4935 1.2381 14.0290  0.09
23 H 22.5965 1.4996 15.3985  0.09
24 H 22.8460 2.5922 12.8793  0.08
25 C 16.4349 5.9952 10.8362  -0.13
26 O 17.4560 5.3045 10.2193  -0.12
27 H 15.5392 5.5984 10.3582  0.10
28 H 16.4898 5.8250 11.9114  0.08
29 H 16.3345 7.0769 10.7468  0.09
30 H 17.4913 5.5792 9.3001  0.11
31 C 19.3575 4.8819 12.9319  -0.09
32 O 19.4409 4.3547 11.6461  -0.12
33 H 20.2634 4.6533 13.4933  0.09
34 H 19.0946 5.9397 12.9373  0.08
35 H 18.5436 4.4005 13.4740  0.10
36 H 18.7163 4.6472 11.0885  0.03
37 C 19.8295 2.2332 9.1736  0.00
38 O 19.8836 2.0332 10.5482  0.21
39 H 20.5248 1.5778 8.6491  0.13
40 H 18.8248 2.0602 8.7878  0.16
41 H 20.0431 3.2931 9.0353  0.13
42 H 19.5106 2.8655 10.8478  0.06
43 O 22.6383 5.1726 14.8736  -0.05
44 H 23.5024 5.5437 14.6951  0.05
45 H 22.6386 4.3323 14.4153  -0.03

=====

The following is a quantum chemistry calculation of a cluster of 4 separate species, C2H14N2O3 in total, from the Open Molecules 2025 dataset.

## Properties
HOMO-LUMO gap: 10.2065 eV
E_tot: -419.81480 Eh
Charge: 0
Molecular weight: 114.1 g/mol
E_HOMO: -0.3484 hartree
SMILES: NCCN.O.O.O

Last column: Löwdin charge in e.
Atoms and positions in Å:
1 N -0.0612 1.8441 -0.7131  0.00
2 C -1.1751 1.2697 0.0016  -0.30
3 C -1.3188 1.9128 1.3833  -0.29
4 N -0.3881 1.3114 2.3186  -0.01
5 H 0.0627 1.4417 -1.6263  0.07
6 H -0.1240 2.8447 -0.7832  0.06
7 H -2.1279 1.3494 -0.5100  0.10
8 H -0.9707 0.2273 0.2358  0.09
9 H -2.3503 1.7542 1.6979  0.11
10 H -1.2173 3.0051 1.2920  0.11
11 H -0.3518 1.8209 3.1904  0.07
12 H 0.5559 1.4734 1.9684  0.07
13 O 1.3597 -1.1244 1.0793  -0.06
14 H 0.8726 -0.3925 1.4852  -0.01
15 H 1.6470 -1.6368 1.8457  0.05
16 O 2.4849 -3.1573 -3.3938  -0.06
17 H 1.7908 -3.2892 -2.7328  0.01
18 H 2.1210 -2.5998 -4.0832  0.03
19 O -0.1497 -2.9343 -1.1546  -0.06
20 H 0.3521 -2.6044 -0.3994  0.01
21 H -1.0117 -2.5161 -1.1018  0.03

=====

The following is a quantum chemistry calculation of a cluster of 2 separate species, C2H2BrClO2 in total in a non-equilibrium geometry, from the Open Molecules 2025 dataset.

## Properties
HOMO-LUMO gap (spin up / spin down): 8.3438 / 7.4014 eV
E_tot: -3262.00364 Eh
Charge: 0
Molecular weight: 173.4 g/mol
E_HOMO (spin up / spin down): -0.3606 / -0.3537 hartree

Last column: Löwdin charge in e.
Atoms and positions in Å:
1 C -0.0560 -1.6294 0.0745  -0.56
2 C 0.8073 1.2579 0.0463  -0.47
3 O -0.2925 -1.7782 1.2034  0.17
4 O 0.1806 -1.5881 -1.0563  0.17
5 Cl -2.5032 0.0164 -0.3034  -0.10
6 Br -0.8508 1.8940 0.0116  0.82
7 H 1.5185 1.2447 -0.7068  0.00
8 H 1.1960 0.5828 0.7308  -0.01

=====

The following is a quantum chemistry calculation of the molecule C19H14N4O5S in a non-equilibrium geometry, from the Open Molecules 2025 dataset.

## Properties
HOMO-LUMO gap: 6.4566 eV
E_tot: -1725.56603 Eh
Charge: 0
Molecular weight: 410.4 g/mol
E_HOMO: -0.2965 hartree
SMILES: [H]/N=C1\C(=C\c2ccc(-c3ccc(OCC)cc3[N+](=O)[O-])o2)C(=O)N=C2SC=CN21

Last column: Löwdin charge in e.
Atoms and positions in Å:
1 H 0.5835 -1.6880 -4.1094  0.06
2 N 0.1435 -1.6411 -5.0720  0.12
3 C -0.1534 -0.3250 -5.2884  -0.32
4 C -0.4004 0.5382 -4.2192  -0.07
5 C -0.7125 0.0160 -2.9041  0.17
6 C -0.2453 0.5971 -1.6025  -0.30
7 C 0.3429 1.7534 -1.3282  0.02
8 C 0.5727 1.7027 0.0531  0.01
9 C 0.0355 0.5158 0.5177  -0.15
10 C 0.0440 0.1092 1.9773  -0.06
11 C 1.0643 0.5432 2.8116  -0.02
12 C 1.1243 0.0115 4.1021  -0.01
13 C 0.1262 -0.6512 4.8570  -0.26
14 O 0.2376 -1.2690 6.0300  -0.06
15 C 0.5261 -0.4947 7.2300  -0.17
16 C 0.8663 -1.5838 8.3211  -0.03
17 C -0.9528 -1.0651 3.9599  0.11
18 C -0.9962 -0.7232 2.5583  -0.09
19 N -2.2010 -1.0531 1.8671  -0.33
20 O -2.2577 -2.2422 1.5561  0.10
21 O -3.0075 -0.1717 1.4502  0.08
22 O -0.5600 -0.1064 -0.5432  0.10
23 C -0.5171 1.9905 -4.5478  -0.48
24 O -0.8846 2.8588 -3.7102  0.00
25 N -0.2631 2.4527 -5.7573  0.13
26 C -0.1868 1.4847 -6.7172  -0.50
27 S -0.1767 1.9051 -8.4550  1.03
28 C 0.1688 0.1970 -8.8493  -0.35
29 C 0.2559 -0.6006 -7.7259  -0.10
30 N -0.0282 0.1567 -6.5784  -0.04
31 H -1.1947 -0.9699 -2.6840  0.14
32 H 0.7218 2.5538 -2.0668  0.16
33 H 1.1707 2.3669 0.6462  0.11
34 H 2.0413 1.0156 2.4915  0.15
35 H 2.0195 0.2713 4.5916  0.10
36 H 1.3640 0.2281 7.1267  0.12
37 H -0.3990 0.0600 7.5136  0.13
38 H 1.5468 -2.2683 8.0224  0.04
39 H 1.2867 -1.0757 9.1425  0.06
40 H -0.0671 -2.0608 8.4445  0.07
41 H -1.8631 -1.5111 4.3667  0.13
42 H 0.4771 -0.1503 -9.8455  0.08
43 H 0.3478 -1.6768 -7.6328  0.12